Molecular formula: C4H12N2
Method: DFT, ωB97M-V/def2-TZVPD

SMILES: CC(C)N(C)N
LUMO: 1.18 eV

Cartesian coordinates (Å):
C (-0.526, -1.732, -0.293)
C (-0.289, -0.228, -0.444)
C (0.644, 0.016, -1.628)
N (0.302, 0.305, 0.788)
C (0.599, 1.723, 0.715)
N (-0.498, 0.090, 1.939)
H (0.402, -2.220, -0.006)
H (-1.285, -1.949, 0.456)
H (-0.865, -2.149, -1.238)
H (-1.262, 0.268, -0.647)
H (1.643, -0.334, -1.384)
H (0.692, 1.070, -1.889)
H (0.283, -0.529, -2.497)
H (0.842, 2.054, 1.721)
H (1.461, 1.884, 0.073)
H (-0.250, 2.316, 0.342)
H (-1.486, 0.293, 1.763)
H (-0.407, -0.877, 2.230)


Molecular formula: C6H12O
Method: DFT, ωB97M-V/def2-TZVPD

SMILES: C=C/C(C)=C/C.O
LUMO: 0.71 eV

Cartesian coordinates (Å):
C (0.175, 1.966, -0.241)
C (0.585, 0.716, 0.131)
C (1.098, -0.397, -0.694)
C (2.394, -0.976, -0.330)
C (0.242, -0.843, -1.723)
C (0.040, -2.194, -2.468)
H (-0.176, 2.258, -1.225)
H (-0.205, 2.664, 0.443)
H (-0.037, 0.472, 1.043)
H (2.770, -1.776, -0.921)
H (2.127, -1.419, 0.742)
H (3.063, -0.103, -0.131)
H (-0.099, -0.023, -2.381)
H (0.912, -2.396, -3.108)
H (-0.888, -2.140, -3.104)
H (-0.053, -3.057, -1.867)
O (-4.251, 2.709, 5.097)
H (-3.232, 2.589, 5.008)
H (-4.465, 1.951, 5.728)


Values of gap between HOMO and LUMO, in order: 0.3652; 0.3181, all in Eh.
Values of E, in order: -269.07360; -310.90197, all in Eh.
Values of relative energy (zero: lowest compared OMol25 entry of this formula, charge and spin), in order: 26.8; 98.7, all in kcal/mol.